Computed, not measured: the molecule C6H11N in a non-equilibrium geometry, with wB97M-V/def2-TZVPD.

Structure (XYZ):
```
18
Properties=species:S:1:pos:R:3:lowdin_charge:R:1
C -0.8416 -1.9366 2.5755 -0.1582
C -0.1924 -0.7086 2.0366 -0.1886
C 0.4426 -0.8576 0.8502 -0.1402
N 1.2758 0.1912 0.0995 -0.0226
C 0.5252 0.2913 -1.2712 -0.2157
C -0.5596 1.7633 -2.8299 -0.0047
C -0.4681 1.4210 -1.5538 -0.1488
H -1.7051 -1.7421 3.3361 0.0954
H -1.3953 -2.4344 1.7250 0.0852
H -0.1155 -2.5535 3.0697 0.0535
H -0.2464 0.2842 2.6416 0.1274
H 0.3811 -1.6329 0.1062 0.0938
H 1.3057 1.0571 0.4891 0.0353
H 0.4264 -0.6772 -1.7302 0.1010
H 1.4245 0.6230 -1.8321 0.1051
H 0.0102 1.6076 -3.6492 0.0281
H -1.2919 2.5540 -2.9245 0.0530
H -1.1594 1.7389 -0.7722 0.1013
```

**SMILES string**: C=CCN/C=C/C
**HOMO level**: -8.4 eV
**Largest force on an atom**: 6.9 eV/A
**Kohn-Sham gap**: 9.54 eV
**E_LUMO**: 1.189 eV
**E**: -289.83988 hartree
**Spin multiplicity**: 1